# 1
Formula: C39H83NO19S2
Source: the Open Molecules 2025 dataset
Level of theory: ωB97M-V/def2-TZVPD

Computed properties:
* E_HOMO: -0.333 Eh
* F_max: 0.1131 hartree/bohr
* DFT total energy: -103847.54443 eV
* E_LUMO: 0.232 eV
* ΔE to the lowest compared entry with this formula, charge and spin: 289.2 kJ/mol
* net charge: 0

```
144
Properties=species:S:1:pos:R:3:lowdin_charge:R:1
S 4.0719 -0.7009 -3.8442 0.81
S 1.8536 -0.6635 5.5172 0.83
O -3.3970 -5.6038 -3.5997 0.08
O 0.0202 4.2127 1.4409 -0.06
O -3.0877 0.6870 4.2745 0.08
O 0.5472 1.7675 -6.6984 0.07
O 0.9855 -6.9147 -0.7756 0.11
O 0.5518 2.2958 2.6610 0.13
O -3.5747 -5.3264 -1.3131 -0.01
O -2.2368 0.1284 -0.4927 0.08
O 5.1442 -0.1595 -4.7577 -0.58
O 0.9044 -0.0384 0.2495 -0.02
O 5.9670 3.1301 2.5458 -0.03
O -3.8825 -1.4604 -0.4519 0.00
O 2.7920 -0.6293 6.7334 -0.59
O 0.3301 2.2974 -4.4581 -0.05
O -5.1411 -0.1127 5.0820 -0.05
O 5.8063 4.6393 0.7526 0.01
O -0.6408 6.4305 -3.9341 -0.03
O 2.9646 -6.5608 -1.8127 -0.01
O 1.6099 -2.2942 0.3209 0.00
N -1.8963 5.3670 -2.2745 -0.21
C 0.9018 -1.2885 0.7407 -0.41
C -1.7433 -4.7290 0.2266 -0.07
C -3.2557 -1.6166 4.6395 0.01
C 3.4947 -7.6757 -1.2244 -0.28
C -4.8673 -0.0021 1.2587 -0.06
C -1.8273 4.9946 -0.8609 -0.04
C 4.6377 3.0984 3.1157 -0.19
C 4.9946 -1.8445 -2.7319 -0.24
C -0.8966 1.5340 -4.3760 -0.21
C -4.2046 -1.2826 0.8954 -0.25
C 1.1662 4.9307 1.9086 -0.28
C -5.7073 2.0800 5.9879 -0.08
C -2.4014 -1.2634 -2.3718 0.04
C 4.9001 -7.6962 -1.6875 -0.06
C -1.5287 2.3271 1.6495 0.02
C -0.1042 -1.3904 1.9162 0.04
C 1.0112 2.2560 -5.6542 -0.51
C 0.5453 -1.8618 5.9264 -0.27
C -5.4836 -6.0259 -2.5904 0.01
C -0.1821 2.8934 1.9874 -0.48
C 3.8477 1.9831 2.5307 -0.07
C 1.1533 -5.0042 -2.0594 0.03
C -0.7429 5.6817 -2.9256 -0.32
C 1.4001 1.7783 -1.1951 -0.04
C 6.4489 3.8061 1.4922 -0.43
C -1.9964 2.4312 -5.0105 -0.04
C 1.5365 0.2817 -1.0029 -0.21
C -2.8634 -0.7524 -1.0534 -0.46
C 3.1889 -1.9610 -4.9089 -0.23
C 2.2107 3.0439 -5.6418 0.02
C -3.2190 5.6610 -2.8232 -0.04
C 0.7871 0.8801 5.7096 -0.21
C -3.8072 -0.2297 4.6001 -0.48
C -5.8425 1.1657 4.7793 -0.21
C 7.9501 3.4405 1.2972 0.02
C 1.4401 6.1320 1.1165 -0.07
C 1.6709 -6.3091 -1.5462 -0.52
C -4.0240 -5.6005 -2.5488 -0.53
C -2.1694 -4.9604 -1.1814 -0.20
H 4.1749 4.0653 2.9186 0.11
H 4.3139 -2.0831 -1.9146 0.03
H -0.8747 0.6201 -4.9696 0.11
H 4.6587 2.9991 4.2010 0.13
H 0.2773 -5.2467 -2.6611 0.09
H 0.6068 -1.6252 2.7083 0.07
H 0.3582 2.0845 -1.1014 0.07
H -2.4030 -0.3873 -3.0203 0.08
H 0.0831 5.1065 -2.4795 0.13
H 1.0884 5.1532 2.9728 0.13
H -0.3069 -1.6668 5.2753 0.02
H -2.2951 -4.1009 0.9260 0.07
H -2.6275 4.3050 -0.5921 0.08
H 2.4642 6.4248 1.3483 0.09
H 3.8491 -2.4702 -5.6110 0.06
H -1.9605 -4.1564 -1.8872 0.11
H 5.2479 -2.7450 -3.2913 0.05
H -4.8195 2.7074 6.0669 0.08
H 0.4052 -1.7455 7.0011 0.06
H 8.1539 3.3771 0.2283 0.08
H -5.5859 -6.5221 -3.5555 0.08
H -5.5061 -0.0723 2.1392 0.07
H 4.4394 1.1338 2.1894 0.09
H 2.1146 4.3987 1.8347 0.10
H 3.2024 1.4987 3.2636 0.06
H -1.6388 -5.6665 0.7726 0.09
H -0.7155 -4.3682 0.2665 0.06
H -1.3980 1.6591 0.7982 0.06
H 4.9750 -8.0953 -2.6991 0.09
H 3.3704 2.2478 1.5872 0.06
H -2.1905 3.1487 1.3753 0.08
H -2.0290 5.9851 -0.4532 0.10
H 8.7918 3.9664 1.7479 0.08
H 3.2677 -7.5893 -0.1618 0.13
H 0.7860 1.4106 6.6618 0.06
H 2.8944 -8.4977 -1.6143 0.13
H 5.4674 -8.4609 -1.1570 0.08
H -0.6552 -0.4636 2.0760 0.07
H -4.9361 -2.0232 1.2189 0.13
H -1.9831 1.7108 2.4252 0.07
H -2.3745 -1.7533 4.0126 0.07
H -1.3535 -1.5513 -2.2884 0.09
H -3.2369 5.9646 -3.8700 0.09
H -6.5784 2.7341 6.0262 0.08
H 0.8254 -4.2822 -1.3116 0.06
H -1.6818 -5.9262 -1.3141 0.12
H 1.8757 -4.5053 -2.7055 0.07
H -6.8892 0.9021 4.6274 0.12
H -5.4793 -6.7420 -1.7686 0.08
H -5.5074 1.7382 3.9144 0.11
H -0.7448 -2.2701 1.8532 0.07
H 1.8510 2.1621 -0.2800 0.06
H -0.8493 4.5871 -0.6047 0.06
H -3.7504 4.7504 -2.5467 0.08
H -2.8700 -2.2165 -2.6168 0.08
H -3.7371 6.4299 -2.2500 0.08
H 0.6870 6.8759 1.3766 0.09
H -1.6674 3.4356 -4.7440 0.07
H 2.5249 -1.4338 -5.5939 0.04
H 1.3507 5.8438 0.0691 0.08
H 2.6570 -2.7118 -4.3244 0.03
H 7.8913 2.3911 1.5859 0.08
H -5.6307 0.2778 0.5328 0.10
H -4.1453 0.7918 1.4503 0.07
H -1.9959 2.3582 -6.0980 0.08
H 1.8599 3.9980 -5.2485 0.10
H 2.6094 3.2480 -6.6355 0.10
H 1.1429 1.4857 4.8760 0.01
H 0.9125 -0.2189 -1.7433 0.11
H -0.2471 0.5386 5.6643 0.03
H 5.3826 -6.7537 -1.4285 0.09
H -6.3666 -5.3974 -2.4748 0.08
H 5.9407 -1.4375 -2.3752 0.06
H -3.2910 -1.5390 1.4319 0.11
H -1.0861 1.2066 -3.3537 0.09
H 0.9359 -2.8615 5.7367 0.05
H -5.6883 1.3888 6.8304 0.08
H -4.0398 -2.3168 4.3515 0.09
H 2.5852 0.0117 -1.1271 0.11
H 1.9064 2.1861 -2.0700 0.08
H -3.0024 2.2737 -4.6216 0.07
H 3.0156 2.7038 -4.9902 0.10
H -2.9173 -1.7794 5.6627 0.10
```

# 2
Formula: C39H84FIN2O9Si4
Source: the Open Molecules 2025 dataset
Level of theory: ωB97M-V/def2-TZVPD

Computed properties:
* E_HOMO: -0.279 Eh
* F_max: 0.1341 hartree/bohr
* DFT total energy: -105536.41732 eV
* E_LUMO: -1.208 eV
* net charge: 0

```
140
Properties=species:S:1:pos:R:3:lowdin_charge:R:1
I 2.7185 3.9858 -0.6166 1.07
Si -5.3206 -2.3035 7.7998 0.37
Si 2.6354 1.2877 -7.8899 0.38
Si 2.0075 -0.2591 -10.5211 0.37
Si -5.6624 -0.1833 5.5424 0.37
F -5.8551 0.7570 -1.3564 -0.11
O -5.3572 -1.6690 6.2510 -0.29
O -0.8723 1.4521 -3.8358 -0.08
O 4.2497 2.4086 -3.7875 0.05
O 4.9766 -3.2564 1.3991 -0.20
O 1.7301 -1.8176 0.7465 -0.17
O 0.1968 3.4312 -4.3974 -0.17
O 2.4316 2.3008 -2.8717 -0.17
O 0.5775 -1.4084 5.0398 -0.22
O 2.9150 0.3723 -9.2658 -0.29
N 1.9478 0.9029 -0.8601 -0.01
N 3.7636 2.5802 -2.7008 -0.14
C -4.8868 -4.1272 7.8223 -0.17
C 0.7055 -1.4329 -9.8437 -0.17
C -0.1881 2.4736 -3.4533 -0.54
C 3.1135 -1.6331 1.0161 -0.17
C 2.2158 1.4601 1.6981 -0.17
C 1.7491 -0.1606 -1.8920 -0.09
C 1.8821 2.9437 -8.3629 -0.16
C 0.0464 -0.1225 5.4895 -0.21
C 1.7272 2.2206 -1.5594 -0.57
C 1.5929 1.7094 4.2407 -0.18
C -7.4046 0.3841 5.9649 -0.16
C 3.9077 -2.9382 0.4449 -0.13
C -4.6621 1.5160 -1.6592 -0.18
C -2.9057 3.0952 2.6783 -0.02
C 6.0594 -2.3000 1.2791 -0.26
C -5.5183 -0.2327 3.6749 -0.17
C -1.5496 2.8585 2.3214 -0.16
C 7.4514 -3.0325 0.8536 -0.08
C -0.4658 -2.2313 4.4548 -0.25
C -7.0014 -2.1035 8.6189 -0.17
C -0.8022 1.6420 -0.9461 -0.19
C -2.2857 2.2271 -0.9338 -0.14
C -0.0358 1.6884 0.5058 -0.19
C -4.4418 1.0972 6.1789 -0.16
C 1.4429 0.3896 -6.7466 -0.15
C 3.0481 -1.2132 -11.7552 -0.17
C 0.1850 2.5464 -1.8943 -0.15
C 1.3284 0.7645 0.5024 -0.25
C 1.1409 1.1264 -11.4517 -0.17
C -1.0077 1.4275 1.7567 -0.14
C 0.1341 -3.4487 3.5770 -0.07
C -4.0379 -1.3984 8.8331 -0.16
C 2.3385 0.7849 3.1075 -0.19
C 3.1984 -0.7138 -2.4278 -0.17
C 1.2858 0.8899 5.5985 -0.16
C 2.9299 -2.2260 -2.9804 -0.10
C -3.3989 1.0393 -0.7748 -0.15
C 0.8491 -0.6971 0.9358 -0.13
C 4.2042 1.6295 -6.9227 -0.17
H -7.7848 -2.5384 7.9922 0.04
H -4.5700 2.0452 5.6510 0.03
H 1.8103 -0.6177 -6.5244 0.02
H -0.8044 3.7319 2.4693 0.11
H 2.5139 3.4542 -9.0952 0.03
H 1.7835 3.5862 -7.4809 0.04
H -7.0175 -2.6031 9.5914 0.03
H 0.1765 -1.9306 -10.6593 0.03
H 3.2966 1.6201 1.2911 0.09
H 7.4521 -4.1307 1.1670 0.08
H 0.6981 2.2872 3.8279 0.09
H 3.9669 -2.7243 -3.1000 0.09
H 2.3389 -2.2337 -3.9674 0.09
H -7.6477 1.3088 5.4299 0.04
H -4.5917 1.2777 7.2456 0.02
H -3.0100 0.0644 -1.2679 0.13
H 2.2060 0.2570 5.9135 0.13
H -3.4138 0.7533 6.0292 0.02
H -3.5996 2.2248 3.0281 0.06
H -4.3268 -0.3552 8.9897 0.02
H -4.8712 -4.4918 8.8535 0.04
H 2.3735 2.5159 4.5413 0.12
H 3.6158 -0.0737 -3.2810 0.10
H 1.1972 -1.1125 -1.6178 0.13
H -3.0644 -1.4159 8.3356 0.03
H -5.6225 -4.7145 7.2674 0.03
H 1.8655 1.8777 -11.7775 0.03
H -7.2327 -1.0470 8.7754 0.02
H 0.4440 -0.8066 1.9973 0.12
H -1.1181 -2.6800 5.2935 0.13
H 0.0215 3.6486 -1.5714 0.13
H -3.7243 0.8970 0.3114 0.10
H 0.8899 2.8084 -8.7984 0.02
H -3.9311 -1.8712 9.8116 0.03
H 3.2794 -1.6500 2.1650 0.15
H 3.4541 0.8367 3.4357 0.13
H 3.9670 2.2270 -6.0377 0.01
H -2.4732 3.1088 -0.2338 0.12
H -0.6005 -4.3257 3.6503 0.08
H 3.9684 -0.8151 -1.5886 0.09
H 2.3846 -2.8292 -2.1608 0.08
H 1.8686 2.5504 1.9021 0.08
H 3.5524 -2.0564 -11.2765 0.03
H 1.1663 0.1637 -2.8459 0.16
H -1.0662 -1.5534 3.7440 0.11
H 0.4002 1.6160 -10.8149 0.02
H 3.2231 -3.8700 0.4035 0.15
H -6.2346 -0.9346 3.2418 0.04
H -7.5017 0.5746 7.0359 0.02
H 6.2418 -1.7788 2.2928 0.12
H -4.4165 1.4708 -2.7839 0.13
H -2.4812 2.6404 -2.0032 0.13
H 3.6342 -0.7191 0.5696 0.10
H 2.9852 0.8950 -0.6889 0.14
H -4.5111 -0.5239 3.3654 0.02
H -0.3173 -0.3074 6.5780 0.13
H 4.9261 2.1876 -7.5240 0.03
H 3.8027 -0.5705 -12.2152 0.03
H 4.4194 -2.7296 -0.5561 0.11
H 0.1244 -3.1002 2.4807 0.06
H -0.8168 0.2723 4.8506 0.11
H 1.1189 1.6709 6.4314 0.12
H 0.6262 0.7349 -12.3336 0.03
H 7.6317 -2.8882 -0.2788 0.08
H -4.8037 2.6433 -1.4216 0.13
H 2.4100 -1.6085 -12.5511 0.03
H -8.1328 -0.3810 5.6831 0.04
H -5.7257 0.7595 3.2618 0.03
H -0.0727 -0.9178 0.2571 0.16
H -3.8999 -4.3027 7.3871 0.03
H 1.3307 0.9332 -5.8048 0.02
H 0.4571 0.3012 -7.2081 0.03
H 1.1702 -2.1995 -9.2180 0.03
H -1.9370 0.7955 1.5238 0.11
H 4.6715 0.6996 -6.5880 0.03
H -0.8425 0.5545 -1.2972 0.13
H -3.3428 4.1635 2.6881 0.07
H 5.8159 -1.4595 0.5290 0.11
H -0.0306 -0.8944 -9.2402 0.02
H 8.3368 -2.5364 1.4021 0.08
H -0.5116 0.9470 2.6706 0.08
H 1.1551 -3.8210 3.9291 0.09
H 2.0344 -0.2882 3.2916 0.09
H 0.2165 2.8193 0.6042 0.10
```

# 3
Formula: C39H85N11O17
Source: the Open Molecules 2025 dataset
Level of theory: ωB97M-V/def2-TZVPD

Computed properties:
* E_HOMO: -0.320 Eh
* F_max: 0.1051 hartree/bohr
* DFT total energy: -93022.54619 eV
* E_LUMO: -0.567 eV
* net charge: 0

```
152
Properties=species:S:1:pos:R:3:lowdin_charge:R:1
O -12.9692 7.6290 -13.9897 -0.01
O -13.9864 12.1005 -15.5878 0.02
O -17.8432 15.4732 -4.9826 0.01
O -13.2105 10.5099 -9.6354 0.11
O -8.0275 12.1163 -10.4442 0.04
O -8.1611 11.2449 -15.4781 0.02
O -11.2832 10.3706 -10.7827 0.07
O -11.6428 11.6515 -8.8769 0.08
O -14.0191 18.8782 -9.0904 0.03
O -16.4528 8.3847 -9.0872 -0.02
O -14.6515 11.4126 -5.3121 0.01
O -18.9504 12.1071 -7.0554 0.04
O -11.7560 6.8960 -7.6333 0.02
O -13.7191 15.7490 -5.5011 0.06
O -14.0932 17.6738 -4.3470 0.10
O -9.4903 10.7013 -3.0287 0.03
O -13.8544 15.6113 -3.3114 0.09
N -18.7358 9.9518 -7.7813 0.00
N -16.7419 14.5716 -6.7254 0.02
N -14.3832 7.3255 -9.0263 0.04
N -6.4899 12.5128 -8.7822 -0.01
N -13.6585 10.2184 -14.3912 0.03
N -7.6255 11.8942 -13.3752 0.00
N -9.5833 12.8629 -3.6658 0.01
N -16.0440 11.3294 -3.5440 0.03
N -9.5910 7.1232 -8.1805 0.00
N -12.8071 17.0324 -8.7213 0.01
N -11.0927 7.8028 -12.7704 0.06
C -19.2260 9.2700 -6.6146 -0.05
C -13.5975 14.2904 -3.6909 -0.13
C -10.6856 7.4882 -7.5247 -0.54
C -13.2919 14.4256 -5.1322 -0.11
C -16.6666 17.1044 -6.4787 0.03
C -10.1415 12.5956 -4.9891 -0.05
C -7.6600 11.9548 -9.2897 -0.48
C -8.4132 11.0413 -8.3334 -0.01
C -9.9924 11.2711 -13.9602 0.00
C -13.2062 16.1889 -9.8483 -0.06
C -12.3252 19.0965 -7.4259 0.01
C -15.4252 8.1092 -6.9910 0.00
C -15.4486 7.9080 -8.4873 -0.53
C -13.8854 10.8804 -15.5209 -0.60
C -13.6986 10.9148 -13.1080 -0.05
C -17.9801 11.6100 -9.2057 0.01
C -13.1395 18.2825 -8.4772 -0.56
C -6.2791 12.1272 -13.7278 -0.11
C -5.6680 13.4585 -9.4741 -0.08
C -8.5404 11.4594 -14.3260 -0.52
C -17.1330 15.6796 -5.9714 -0.46
C -13.9047 10.1980 -3.4200 0.02
C -10.9559 6.7958 -14.9856 0.01
C -14.2418 7.1342 -10.4535 -0.05
C -14.9088 11.0297 -4.1810 -0.58
C -11.7501 7.4205 -13.8756 -0.53
C -12.7228 12.0676 -8.1165 -0.14
C -10.6209 8.8175 -6.8493 0.02
C -13.7383 11.0788 -8.4710 -0.12
C -18.6691 11.2629 -7.8886 -0.57
C -13.9122 16.4343 -4.3678 -0.51
C -9.4800 5.9860 -8.9703 -0.07
C -8.5800 12.4308 -1.5894 0.00
C -15.7251 14.5213 -7.7833 -0.08
C -11.9680 10.8151 -9.8096 -0.56
C -13.9543 10.0647 -16.7512 -0.01
C -9.6314 7.7795 -12.6130 -0.06
C -9.3166 11.9038 -2.8214 -0.59
C -17.0809 12.1160 -4.1826 -0.05
H -8.6544 10.1331 -8.8857 0.08
H -15.8620 7.1613 -6.6767 0.10
H -14.4372 8.1672 -6.5344 0.06
H -9.4110 12.0205 -5.5581 0.08
H -18.4632 11.1874 -10.0867 0.09
H -12.8616 16.7475 -10.7185 0.09
H -13.0851 10.1792 -17.3989 0.09
H -17.7727 12.6532 -9.4443 0.07
H -13.6002 9.2111 -14.4376 0.07
H -18.6792 9.7609 -5.8095 0.07
H -13.9864 13.7023 -5.5595 0.10
H -6.2380 13.0713 -14.2710 0.09
H -17.1975 13.0726 -3.6734 0.09
H -11.0037 5.7218 -14.8062 0.10
H -11.4801 9.0646 -6.2257 0.08
H -20.2436 9.5657 -6.3594 0.09
H -11.9586 20.0130 -7.8882 0.08
H -15.2755 13.5817 -7.4623 0.06
H -12.7766 13.8242 -3.1460 0.13
H -14.8184 10.5044 -17.2494 0.08
H -10.3154 11.5147 -12.9481 0.06
H -10.4309 5.5099 -9.2093 0.10
H -10.4100 12.1079 -14.5201 0.10
H -16.1568 14.4954 -8.7839 0.08
H -9.2642 11.5157 -7.8446 0.06
H -6.1966 14.1894 -10.0861 0.09
H -12.9540 13.1054 -8.3564 0.13
H -12.6821 15.2332 -9.8596 0.07
H -19.0848 8.1995 -6.7637 0.09
H -11.4298 7.0985 -15.9194 0.09
H -5.7550 11.2915 -14.1916 0.09
H -8.8202 13.4015 -1.1558 0.08
H -12.7341 11.3536 -12.8523 0.06
H -13.8262 10.3830 -7.6366 0.12
H -16.9401 12.2442 -5.2558 0.05
H -8.8373 7.7942 -8.1391 0.14
H -14.4081 9.5136 -2.7372 0.08
H -8.9672 6.2597 -9.8924 0.07
H -9.0284 7.1771 -13.2923 0.09
H -10.0866 13.6060 -5.3943 0.08
H -7.5376 12.5018 -1.9003 0.08
H -9.9775 7.2743 -15.0286 0.07
H -9.7517 8.8613 -6.1931 0.10
H -6.2526 12.2544 -7.8351 0.12
H -14.2865 9.0491 -16.5363 0.08
H -17.9920 11.5177 -4.1790 0.08
H -12.0927 16.5830 -8.1666 0.12
H -12.5350 11.9754 -7.0468 0.12
H -16.0841 17.1218 -7.3999 0.06
H -13.8131 6.2229 -10.8705 0.09
H -16.1360 11.1881 -2.5482 0.15
H -9.4099 7.3365 -11.6420 0.05
H -8.9434 5.2677 -8.3504 0.10
H -10.6762 9.5268 -7.6750 0.06
H -9.4918 13.8260 -3.3759 0.14
H -9.1550 8.7476 -12.4577 0.08
H -14.9770 15.3106 -7.7093 0.05
H -15.2193 7.1236 -10.9355 0.09
H -13.5740 7.1546 -8.4466 0.09
H -11.4831 18.4826 -7.1064 0.06
H -5.0250 13.9886 -8.7715 0.08
H -4.9448 12.8704 -10.0391 0.08
H -17.0146 11.1253 -9.0604 0.06
H -14.4537 13.6795 -3.4050 0.12
H -10.3186 10.2849 -14.2905 0.08
H -13.7414 8.0268 -10.8288 0.06
H -12.9620 19.3536 -6.5794 0.08
H -8.5414 11.6079 -0.8756 0.08
H -7.7399 10.7077 -7.5438 0.08
H -13.7589 10.1138 -12.3711 0.06
H -14.2689 15.9798 -9.9707 0.07
H -13.1735 10.8372 -2.9252 0.08
H -15.9116 9.0313 -6.6726 0.07
H -12.2441 14.2199 -5.3508 0.11
H -7.8845 11.9881 -12.4034 0.07
H -16.2118 17.6352 -5.6424 0.07
H -14.6820 11.6142 -8.5756 0.13
H -18.1027 9.4709 -8.4041 0.09
H -17.6020 17.6157 -6.7061 0.08
H -13.5067 9.5280 -4.1821 0.08
H -14.4549 11.6939 -13.0124 0.09
H -11.1857 12.2920 -5.0641 0.07
H -5.7255 12.2883 -12.8028 0.07
H -17.1097 13.6618 -6.4863 0.08
H -11.6782 8.2981 -12.1133 0.11
```